Density functional theory data (ωB97M-V/def2-TZVPD) for a structure of composition C40H82AlO18S7.

Summary:
Charge: -1
Frontier orbital gap, Eh: 0.2323

Atoms and positions in Å:
C 3.89799 2.43255 1.39650
C 2.37921 2.82642 1.75230
C 1.28844 1.71615 1.29900
C 0.79086 0.79461 2.53286
C 1.22732 -0.74871 2.43121
C 2.79321 -0.78392 1.99865
C 3.42608 -2.27488 2.21700
C 3.98204 -2.92373 0.83590
C 2.98534 -4.12850 0.42674
C 2.90895 -4.34222 -1.18081
C 2.12171 -3.13780 -1.89369
Al 3.14676 -2.32199 -3.50062
C 4.51455 -3.68884 -4.16469
C 6.04852 -3.32430 -3.88413
O 6.44772 -1.99539 -4.33221
C 7.67884 -1.67325 -3.66364
O 7.62752 -1.21924 -2.48729
C 3.89755 -0.47283 -3.05602
O 3.74076 0.49114 -4.17803
O 4.82982 0.46007 -4.98707
S 1.50302 -1.95565 -5.12012
C 0.49775 -0.41884 -4.78541
O 2.19911 -1.93938 -6.47492
O 0.51920 -3.13300 -5.00491
H 4.48915 3.31957 0.96290
H 4.00788 1.57336 0.65625
H 4.43000 2.16084 2.38449
H 2.33415 3.03910 2.87080
H 2.15838 3.83004 1.22510
H 0.36138 2.31439 0.96803
H 1.62587 1.11916 0.38755
H 1.11208 1.21450 3.55951
H -0.36628 0.80838 2.54196
H 0.58321 -1.32810 1.66556
H 1.15744 -1.23140 3.46891
H 3.31972 0.00241 2.66003
H 2.91345 -0.53805 0.88806
H 2.69176 -2.98161 2.72475
H 4.33807 -2.11212 2.90590
H 5.02235 -3.35386 1.09668
H 4.11947 -2.14544 0.00396
H 3.37513 -5.07331 0.94023
H 1.95744 -3.85336 0.86038
H 2.27649 -5.29355 -1.34269
H 3.95734 -4.53970 -1.58309
H 2.00694 -2.25356 -1.15051
H 1.04956 -3.45374 -2.17604
H 4.38396 -3.79029 -5.30682
H 4.34962 -4.75147 -3.73911
H 6.68030 -4.07513 -4.50449
H 6.33611 -3.54753 -2.78619
H 8.70722 -1.83743 -4.12684
H 3.24166 -0.02969 -2.20884
H 5.00380 -0.48776 -2.74595
H 4.70238 -0.19978 -5.71330
H 1.13857 0.50572 -4.57927
H -0.27742 -0.53722 -3.95992
H -0.09359 -0.18607 -5.75333
C -2.38873 -3.68843 4.21221
C -1.98090 -4.40052 5.50345
C -0.59911 -5.01601 5.27171
S 0.20479 -3.99126 4.04436
O 0.39783 -4.77485 2.84679
O 1.28317 -3.25887 4.67032
C -1.16964 -2.88429 3.78099
H -3.25687 -3.04928 4.35963
H -2.63954 -4.42952 3.44540
H -1.92802 -3.67345 6.31831
H -2.70857 -5.16312 5.79166
H -0.00250 -5.02182 6.18451
H -0.67396 -6.02802 4.86994
H -1.20456 -2.57738 2.73637
H -1.02540 -2.01354 4.42453
C 8.52138 -1.95477 3.00756
C 9.22775 -1.67134 1.67986
C 8.28362 -0.81765 0.83067
S 7.26776 0.10022 1.98257
O 5.90220 -0.34576 1.84610
O 7.63211 1.49875 1.93081
C 7.95111 -0.61894 3.46599
H 9.20455 -2.37474 3.74907
H 7.71085 -2.67346 2.84836
H 10.15365 -1.11842 1.87075
H 9.49830 -2.59374 1.16109
H 8.83134 -0.12014 0.19685
H 7.62513 -1.43675 0.21890
H 7.17350 -0.72046 4.22277
H 8.74136 0.04435 3.82488
C -6.55143 -0.74847 8.25763
C -7.06725 -2.02848 7.59660
C -6.41705 -2.12548 6.21497
S -4.85121 -1.26750 6.33763
O -4.89885 -0.09967 5.49021
O -3.77335 -2.22967 6.26492
C -5.04509 -0.74520 8.03270
H -6.79811 -0.71338 9.32067
H -7.00416 0.12421 7.77598
H -6.77705 -2.89334 8.20193
H -8.15678 -2.03315 7.52032
H -6.23958 -3.16166 5.92520
H -7.01759 -1.62439 5.45404
H -4.59142 0.23539 8.17375
H -4.55075 -1.48355 8.66790
C -3.72740 -0.20409 -7.16032
C -3.92066 1.23729 -6.68580
C -5.16533 1.26508 -5.79643
S -5.30287 -0.36747 -5.07724
O -6.50472 -0.99438 -5.58294
O -5.00981 -0.29194 -3.66310
C -3.89765 -1.07286 -5.92136
H -2.74881 -0.35155 -7.62176
H -4.49298 -0.45459 -7.90216
H -3.04631 1.54972 -6.10556
H -4.02081 1.92922 -7.52534
H -5.07455 2.00402 -5.00061
H -6.06889 1.45472 -6.37890
H -4.09023 -2.11960 -6.15435
H -3.03237 -0.98776 -5.26019
C -8.61881 3.90612 -2.11179
C -8.23736 3.16107 -0.83094
C -6.85598 2.54199 -1.05428
S -6.02505 3.58917 -2.24295
O -5.81699 2.83219 -3.45583
O -4.95255 4.30048 -1.58460
C -7.38723 4.71193 -2.50363
H -9.48833 4.54968 -1.96306
H -8.86153 3.18565 -2.89957
H -8.19340 3.86927 0.00298
H -8.97419 2.39721 -0.57317
H -6.27478 2.51054 -0.13236
H -6.93035 1.54009 -1.48122
H -7.40279 5.04351 -3.54155
H -7.24734 5.56628 -1.83765
C -0.70616 6.31284 -2.40546
C -2.15325 6.12846 -1.94370
C -2.51202 7.33041 -1.06813
S -1.49471 8.68731 -1.63913
O -0.57500 9.04902 -0.58487
O -2.33064 9.66468 -2.30155
C -0.60304 7.75841 -2.87435
H -0.44225 5.61349 -3.20112
H -0.02565 6.14194 -1.56510
H -2.81317 6.09864 -2.81643
H -2.28771 5.19145 -1.40016
H -3.56367 7.60080 -1.16716
H -2.27255 7.14697 -0.01936
H 0.42389 8.11697 -2.93993
H -1.11276 7.89941 -3.83001

Cartesian forces (eV/Å) of the 6 atoms listed first:
C 0.51 0.36 0.67
C 0.50 0.10 -0.98
C -0.75 1.13 0.88
C -0.92 -0.71 -0.24
C 1.17 0.75 -0.22
C -0.81 -1.15 0.51

Atom charges from the Löwdin analysis, given in e for atoms 1 to 4: -0.1402 -0.2469 -0.2029 -0.2148

Density functional theory data (ωB97M-V/def2-TZVPD) for the ion C4H2N2S2 with charge +2.

Summary:
Charge: +2
Frontier orbital gap, Eh: 0.2651

Atoms and positions in Å:
C 0.53326 -2.13899 -0.16383
C -0.53321 2.14025 0.17038
C 0.55373 0.02433 -0.61920
C -0.54633 -0.02396 0.62094
N 0.99240 -1.21738 -0.85029
N -0.97730 1.21822 0.86497
S -0.80291 -1.53423 1.16085
S 0.76362 1.52723 -1.19623
H 0.79311 -3.18826 -0.21993
H -0.77636 3.19281 0.23234

Cartesian forces (eV/Å) of the 6 atoms listed first:
C -0.46 0.23 0.47
C 0.48 -0.26 -0.54
C -1.41 0.13 1.52
C 1.33 -0.13 -1.50
N 1.23 0.26 -1.41
N -1.20 -0.25 1.41

Atom charges from the Löwdin analysis, given in e for atoms 1 to 4: -0.0572 -0.0532 -0.5047 -0.5034

Density functional theory data (ωB97M-V/def2-TZVPD) for a structure of composition C17H35F6O13SV.

Summary:
<S²>: 0.756
Charge: +1
Frontier orbital gap (spin up / spin down), Eh: 0.3078 / 0.0902
2S+1: 2

Atoms and positions in Å:
O -0.48350 -0.05597 0.14740
V 0.07217 1.36547 -0.15016
O 0.33903 2.11580 1.24883
C 1.02255 5.81685 -0.55348
F 1.17522 6.97070 -1.11504
F 2.02273 5.63770 0.38200
F -0.19917 5.79028 0.06006
S 1.11160 4.43754 -1.90671
O 0.72034 3.16785 -1.27292
O 0.20609 4.79302 -3.01795
O 2.49758 4.46624 -2.22646
C -4.28257 -3.30280 -2.87754
O -3.90673 -2.97081 -1.52723
C -2.53271 -3.13428 -1.18244
C -2.26027 -3.01278 0.33192
O -2.86008 -4.12550 1.06858
C -4.28787 -4.19978 1.15133
H -4.28990 -4.39274 -2.86922
H -3.59311 -2.97290 -3.65465
H -5.33753 -3.03502 -2.93647
H -2.04194 -2.33461 -1.73722
H -2.16783 -4.05013 -1.64738
H -2.58342 -2.05241 0.73362
H -1.17102 -3.03879 0.36267
H -4.69350 -4.36498 0.15320
H -4.74464 -3.30204 1.56789
H -4.71281 -5.03108 1.71388
C 3.39353 2.79577 1.44580
O 2.78667 2.15724 0.37339
C 3.71334 1.60818 -0.52657
C 2.90190 0.85818 -1.57423
O 1.89557 -0.00894 -0.97327
C 2.41005 -1.19538 -0.34108
H 2.57066 2.97763 2.13711
H 3.70202 3.79448 1.13672
H 4.15347 2.18700 1.93569
H 4.33531 0.86625 -0.02578
H 4.33058 2.34947 -1.03412
H 3.55130 0.28698 -2.23763
H 2.37695 1.54637 -2.23674
H 1.58415 -1.76172 0.08933
H 3.05791 -0.97022 0.50608
H 2.92689 -1.81983 -1.06979
C -0.48193 0.19422 -3.19696
O -0.90748 1.04001 -2.17879
C -2.31632 1.29624 -2.16218
C -2.59186 2.52382 -1.24336
O -2.15322 2.37930 0.10961
C -2.51579 3.46327 0.93862
H -1.07478 -0.71570 -3.10380
H 0.50637 -0.18924 -2.94333
H -0.46065 0.49956 -4.24310
H -2.84841 0.40713 -1.82387
H -2.72207 1.43573 -3.16418
H -3.66382 2.71350 -1.18855
H -2.21062 3.43206 -1.71013
H -2.03489 4.38964 0.62452
H -2.15749 3.34711 1.96147
H -3.53375 3.82164 0.78555
C 1.29711 -0.52934 2.97621
C 0.77113 -1.96537 2.91408
O 1.82857 -2.86974 2.68663
C 2.36859 -3.53094 3.68851
O 2.12617 -3.38856 4.89454
C 3.62154 -4.29556 3.32452
F 3.50166 -4.73468 2.05975
F 4.60099 -3.41355 3.42118
F 3.79001 -5.33803 4.09273
H 2.11562 -0.41159 3.68634
H 0.52313 0.20878 3.18655
H 1.69695 -0.23772 2.00503
H 0.11023 -2.06151 2.05265
H 0.10627 -2.32712 3.69843

Cartesian forces (eV/Å) of the 6 atoms listed first:
O -0.82 -1.60 0.91
V 1.60 3.56 1.62
O -0.84 -1.70 -1.71
C -0.20 -2.03 0.46
F 0.20 0.87 -0.33
F -1.55 0.11 -1.04

Atom charges from the Löwdin analysis, given in e for atoms 1 to 4: -0.3043 0.9828 -0.2577 -0.5909

Density functional theory data (ωB97M-V/def2-TZVPD) for an isolated molecule of C7H8.

Summary:
<S²>: 2.020
Frontier orbital gap (spin up / spin down), Eh: 0.2405 / 0.2650
2S+1: 3
ΔE to the lowest compared entry with this formula, charge and spin, kcal/mol: 82.71

Atoms and positions in Å:
C 0.72930 -0.57245 3.57724
C 0.07851 -0.33305 2.60245
C -1.50802 0.26705 0.61766
C -0.46760 -0.08035 1.35926
C -0.22086 0.08325 -0.15465
C 0.63359 1.32334 -0.57630
C -0.07724 -1.27228 -0.82987
H 1.05689 -0.97340 4.56639
H -2.56471 0.60586 0.76801
H 1.45911 1.12846 -1.14218
H 0.80854 1.86564 0.32276
H -0.01910 2.08066 -1.09112
H 0.95781 -1.55506 -0.62047
H -0.45940 -1.21998 -1.82343
H -0.79789 -2.01911 -0.29012

Cartesian forces (eV/Å) of the 6 atoms listed first:
C 2.19 -1.37 5.30
C -2.40 1.11 -5.91
C -5.56 1.86 -3.41
C 5.89 -2.08 4.68
C -0.83 0.77 2.00
C -4.52 0.76 0.91

Atom charges from the Löwdin analysis, given in e for atoms 1 to 4: 0.0882 -0.1094 0.0155 -0.2177

Density functional theory data (ωB97M-V/def2-TZVPD) for a structure of composition C26H15BrClF5N4O8P2Y.

Summary:
Charge: -1
Frontier orbital gap, Eh: 0.2624
ΔE to the lowest compared entry with this formula, charge and spin, kcal/mol: 25.42

Atoms and positions in Å:
Y 0.14503 -0.40545 -2.88792
O 1.11284 -1.65161 -5.00515
P 1.24150 -0.16897 -5.71852
O 2.17453 -0.11681 -6.83905
O 1.38577 0.65284 -4.45093
O -0.27442 0.05435 -6.26699
P -1.63374 0.18664 -5.38411
O -1.31120 1.49677 -4.45435
O -2.78070 0.39217 -6.26589
O -1.55731 -0.88636 -4.31325
H 0.86344 -2.33069 -5.64135
H -1.39594 2.32398 -4.93803
Br 0.95770 4.65341 3.36650
C -0.56692 3.52737 3.36220
C -1.83052 4.08744 3.42538
C -2.93661 3.25118 3.42103
C -2.78231 1.87601 3.31142
C -1.50358 1.32447 3.27992
C -0.39511 2.15263 3.30688
N -3.97674 1.08873 3.38838
N -4.17649 0.10146 2.66782
C -3.33234 -0.26633 1.58233
C -3.04063 -1.61031 1.50592
C -2.16304 -2.14170 0.56124
C -1.58043 -1.33154 -0.40727
O -0.77596 -1.75487 -1.31806
C -1.90914 0.07782 -0.36320
N -1.29514 0.86126 -1.29427
C -1.61937 2.13262 -1.37464
C -2.60517 2.71231 -0.56473
C -3.20444 1.94933 0.39649
C -2.81715 0.60316 0.57582
H -1.94997 5.16003 3.48982
H -3.93536 3.66352 3.49285
H -1.36941 0.25272 3.21405
H 0.59979 1.73175 3.27300
H -3.49661 -2.25851 2.24484
H -1.95337 -3.20286 0.53750
H -1.09942 2.72394 -2.11800
H -2.88026 3.74676 -0.71492
H -3.98415 2.36670 1.01726
Cl 3.99748 -0.32181 4.42579
C 2.94075 -1.08284 3.27742
C 2.89961 -2.45982 3.16351
C 2.04225 -3.00254 2.22256
C 1.26634 -2.15114 1.44729
N 1.31172 -0.82650 1.56233
C 2.13912 -0.30246 2.45902
H 3.53263 -3.08017 3.78333
H 1.98596 -4.07299 2.07722
H 0.60262 -2.53881 0.68366
H 2.20801 0.77865 2.50860
F 2.94132 1.14603 -0.75367
C 3.12221 -0.19462 -0.88568
C 2.23303 -0.93664 -1.62183
C 2.49823 -2.28284 -1.65542
F 1.65562 -3.09969 -2.35582
C 3.54498 -2.89598 -0.99086
F 3.73482 -4.22730 -1.02215
C 4.39611 -2.10344 -0.24217
F 5.40629 -2.65859 0.44551
C 4.18831 -0.73585 -0.18969
F 5.00489 0.02397 0.56105

Cartesian forces (eV/Å) of the 6 atoms listed first:
Y -0.19 -0.50 0.56
O 0.09 0.25 -0.20
P -0.06 0.09 0.03
O 0.03 -0.08 0.03
O -0.09 0.02 -0.02
O -0.01 0.04 -0.11

Atom charges from the Löwdin analysis, given in e for atoms 1 to 4: 1.6370 -0.1915 0.1984 -0.2586

Density functional theory data (ωB97M-V/def2-TZVPD) for a structure of composition C7H21N4O3PtS.

Summary:
Charge: +1
Frontier orbital gap, Eh: 0.3533

Atoms and positions in Å:
Pt 0.10047 0.59075 0.09140
N -0.27815 -1.85792 -1.71013
C 0.59237 -1.13692 -2.62963
C 0.02816 0.23155 -2.97158
N -0.09595 1.22102 -1.84520
C 0.97703 2.26509 -1.92302
C 2.29276 1.68870 -1.43250
N 2.08170 1.13090 -0.06585
C -1.46266 1.83882 -1.85326
C -2.43726 0.86545 -1.21242
N -1.95316 0.53418 0.15404
H 0.20082 -2.64770 -1.29735
H -1.08414 -2.22815 -2.20158
H 0.71622 -1.64903 -3.59236
H 1.59029 -1.05474 -2.19890
H -0.96003 0.08236 -3.40872
H 0.63800 0.69965 -3.74760
H 0.68077 3.08203 -1.26458
H 1.06485 2.65144 -2.94144
H 3.06407 2.45876 -1.42900
H 2.63229 0.88322 -2.08136
H 2.13248 1.86877 0.64221
H 2.78353 0.43636 0.16977
H -1.76281 2.09577 -2.87162
H -1.41587 2.75481 -1.26402
H -2.46996 -0.06500 -1.77808
H -3.44404 1.28291 -1.19118
H -2.34886 -0.33978 0.48931
H -2.21781 1.23830 0.84995
C 0.64957 1.47587 4.38400
S -0.09437 1.53859 2.79214
O -1.53161 1.59339 2.92132
O 0.52788 2.65800 2.10200
O 0.32419 0.23300 2.11308
H 0.38382 2.41177 4.87033
H 1.72580 1.40248 4.25676
H 0.25984 0.63110 4.94573

Cartesian forces (eV/Å) of the 6 atoms listed first:
Pt 0.01 -0.16 0.26
N -0.11 0.02 -0.06
C -0.01 -0.07 -0.13
C 0.07 0.04 -0.03
N -0.03 0.03 -0.06
C -0.07 0.05 -0.02

Atom charges from the Löwdin analysis, given in e for atoms 1 to 4: 1.1431 -0.0041 -0.2667 -0.1527

no.,M (g mol⁻¹)
1,1102.53
2,142.21
3,644.45
4,92.14
5,872.63
6,436.42